Molecular formula: C4H16O3
Method: DFT, wB97M-V/def2-TZVPD

CARTESIAN COORDINATES (ANGSTROEM)
1 C -0.7480 -0.2986 0.6542
2 C 0.2532 0.2104 -0.3089
3 C 1.4769 -0.7289 -0.2847
4 C 2.5196 -0.2089 -1.3704
5 H -0.9520 -1.3775 0.6205
6 H -1.7471 0.1062 0.7489
7 H -0.3376 -0.3600 1.7032
8 H 0.3635 1.2847 -0.2508
9 H -0.1073 0.0107 -1.3497
10 H 2.1614 -0.5861 0.5819
11 H 1.4376 -1.8520 -0.1976
12 H 3.4020 -0.8409 -1.4238
13 H 2.9291 0.7997 -1.0641
14 H 2.0679 -0.0092 -2.3294
15 O -5.9075 1.2298 -2.1367
16 H -6.5621 1.8816 -1.8683
17 H -5.9763 0.5091 -1.5081
18 O 5.3000 -2.9691 0.6345
19 H 5.5619 -3.0120 1.5660
20 H 5.8380 -2.2437 0.3049
21 O -4.0016 2.6184 2.5241
22 H -3.6886 2.9156 1.6580
23 H -3.2830 2.9206 3.0963

The energy above the lowest of the compared OMol25 structures with the same formula, charge and spin is 37.0 kcal per mole. The molar mass is 112.17 g mol⁻¹. As for the net charge: 0. The value obtained for the HOMO energy is -10.650 eV. The calculation puts the orbital gap at 11.2904 eV.

***

Molecular formula: C4H7N3
Method: DFT, wB97M-V/def2-TZVPD

CARTESIAN COORDINATES (ANGSTROEM)
1 C 0.3133 -2.1385 -0.4715
2 C -0.7836 1.4046 1.0117
3 C 1.1451 0.0763 0.1272
4 C 0.3758 -0.7860 -0.7516
5 N 0.3070 -3.2720 -0.2494
6 N 0.1287 0.4772 1.2900
7 N -0.7501 -0.0629 -1.2774
8 H -0.3228 2.2570 0.6391
9 H -1.9090 1.2034 1.1140
10 H 2.0482 -0.2612 0.7141
11 H 1.5487 0.9262 -0.2994
12 H -0.2353 -0.3578 1.7129
13 H -0.5448 0.9000 -1.5379
14 H -1.3213 -0.3664 -2.0216

The energy above the lowest of the compared OMol25 structures with the same formula, charge and spin is 85.8 kcal per mole. The molar mass is 97.12 g mol⁻¹. As for the net charge: 0. The value obtained for the HOMO energy (spin up / spin down) is -6.884 / -7.413 eV. The calculation puts the orbital gap (spin up / spin down) at 6.6241 / 7.9038 eV.

***

Molecular formula: C11H15NS
Method: DFT, wB97M-V/def2-TZVPD

CARTESIAN COORDINATES (ANGSTROEM)
1 C -2.3711 -1.6596 1.2427
2 C -1.3931 -0.4492 1.2512
3 C -0.0684 -0.7255 0.9127
4 N 0.6509 0.4730 1.0155
5 C -0.2297 1.4839 1.2437
6 C -0.1139 2.9062 1.1995
7 C -1.2136 3.7224 1.3213
8 C -2.4818 3.2011 1.8326
9 C -2.6422 1.7867 1.8863
10 C -1.5482 0.9138 1.5714
11 H -2.9714 -1.6489 2.1665
12 H -1.7821 -2.5977 1.0294
13 H -3.0661 -1.2991 0.3154
14 H 0.4453 -1.6468 0.8233
15 H 1.6365 0.5940 0.7626
16 H 0.7200 3.2718 0.8125
17 H -1.2198 4.7689 1.0221
18 H -3.3853 3.8059 1.9088
19 H -3.5123 1.1931 2.1102
20 C 2.7268 -2.2061 -4.1024
21 S 1.6727 -1.4125 -2.7944
22 C 2.6078 -1.7776 -1.3369
23 H 3.1342 -3.0934 -3.7788
24 H 1.8788 -2.4361 -4.8034
25 H 3.6279 -1.6845 -4.4873
26 H 2.1589 -2.1682 -0.4239
27 H 3.2690 -0.8304 -1.2572
28 H 3.4701 -2.4849 -1.4435

The energy above the lowest of the compared OMol25 structures with the same formula, charge and spin is 59.1 kcal per mole. The molar mass is 193.32 g mol⁻¹. As for the net charge: 0. The value obtained for the HOMO energy is -7.669 eV. The calculation puts the orbital gap at 8.4374 eV.

***

Molecular formula: C31H57CdN2O2P2S
Method: DFT, wB97M-V/def2-TZVPD

CARTESIAN COORDINATES (ANGSTROEM)
1 C 0.7819 -2.8089 0.7738
2 C 1.9346 -1.1924 2.0584
3 C 1.5849 -3.8379 1.2717
4 C 2.6460 -2.2369 2.7125
5 C 2.5005 -3.5456 2.2900
6 H 1.4391 -4.8407 0.8753
7 H 3.3177 -1.9481 3.5175
8 H 3.0770 -4.3476 2.7469
9 N 0.9678 -1.5375 1.1416
10 P -1.7819 -1.9691 -0.1356
11 P 1.6741 1.5402 1.3375
12 C -0.3193 -3.1032 -0.2565
13 H 0.1247 -2.9712 -1.2559
14 H -0.6374 -4.1543 -0.1849
15 C 2.2322 0.1805 2.2946
16 H 2.9138 0.3827 3.1265
17 C 3.1567 1.8416 0.1492
18 C 1.4594 3.0321 2.5313
19 C -2.6220 -1.9432 -1.8646
20 C -2.7939 -2.8247 1.2235
21 C 2.6545 2.6793 -1.0381
22 H 2.2919 3.6684 -0.7286
23 H 3.4848 2.8301 -1.7451
24 H 1.8455 2.1665 -1.5721
25 C 4.3222 2.5346 0.8616
26 H 4.0964 3.5624 1.1700
27 H 4.6613 1.9551 1.7302
28 H 5.1668 2.5892 0.1571
29 C 3.6536 0.4750 -0.3405
30 H 4.4852 0.6209 -1.0456
31 H 4.0189 -0.1343 0.4949
32 H 2.8616 -0.0746 -0.8575
33 C 1.3568 4.3251 1.7008
34 H 0.5801 4.2415 0.9261
35 H 1.0706 5.1514 2.3706
36 H 2.3046 4.6075 1.2256
37 C 0.1417 2.8564 3.3019
38 H -0.7242 2.8111 2.6305
39 H 0.1570 1.9700 3.9462
40 H 0.0027 3.7332 3.9559
41 C 2.5828 3.1178 3.5666
42 H 3.5764 3.2460 3.1283
43 H 2.3863 3.9967 4.2003
44 H 2.5979 2.2348 4.2156
45 C -4.0010 -1.9254 1.5549
46 H -4.6070 -2.4308 2.3234
47 H -3.6835 -0.9566 1.9620
48 H -4.6450 -1.7410 0.6840
49 C -1.9157 -2.9739 2.4800
50 H -1.1298 -3.7259 2.3348
51 H -1.4602 -2.0225 2.7827
52 H -2.5577 -3.3158 3.3065
53 C -3.2601 -4.2268 0.8091
54 H -3.5855 -4.7577 1.7170
55 H -4.1158 -4.2010 0.1269
56 H -2.4565 -4.8188 0.3533
57 C -1.6418 -2.4809 -2.9131
58 H -1.3790 -3.5344 -2.7374
59 H -2.1163 -2.4147 -3.9056
60 H -0.7279 -1.8735 -2.9425
61 C -2.9388 -0.4707 -2.1984
62 H -2.0328 0.1507 -2.2056
63 H -3.3803 -0.4282 -3.2059
64 H -3.6625 -0.0327 -1.4950
65 C -3.9116 -2.7663 -1.9299
66 H -3.7149 -3.8395 -1.8122
67 H -4.6642 -2.4417 -1.1997
68 H -4.3521 -2.6259 -2.9301
69 Cd -0.4502 0.2265 0.4554
70 C -1.5832 0.2277 2.6010
71 O -2.1229 0.4807 3.5827
72 N 0.4575 0.0339 -1.5835
73 C 1.1233 -0.0916 -2.5359
74 C 1.7333 -0.0988 -3.9151
75 C 3.2497 -0.2561 -3.8084
76 C 1.1562 -1.2552 -4.7314
77 C 1.3686 1.2084 -4.6184
78 H 3.7001 0.5795 -3.2572
79 H 3.5099 -1.1988 -3.3096
80 H 3.6947 -0.2721 -4.8114
81 H 0.0775 -1.1154 -4.8762
82 H 1.6205 -1.2810 -5.7259
83 H 1.3395 -2.2198 -4.2429
84 H 1.8103 1.2298 -5.6231
85 H 0.2780 1.2825 -4.7266
86 H 1.7318 2.0812 -4.0627
87 C -4.0487 2.0572 0.8170
88 S -2.8787 2.9709 -0.1943
89 C -2.6844 4.4108 0.8574
90 O -1.5405 2.2352 -0.0101
91 H -4.8582 2.7438 1.0889
92 H -3.5528 1.6553 1.7089
93 H -4.4691 1.2470 0.2073
94 H -2.6598 4.1104 1.9124
95 H -1.7548 4.9133 0.5691
96 H -3.5386 5.0688 0.6661

The energy above the lowest of the compared OMol25 structures with the same formula, charge and spin is 4.2 kcal per mole. The molar mass is 696.24 g mol⁻¹. As for the net charge: +1. The value obtained for the HOMO energy is -8.282 eV. The calculation puts the orbital gap at 6.1871 eV.

***

Molecular formula: C19H21NO5
Method: DFT, wB97M-V/def2-TZVPD

CARTESIAN COORDINATES (ANGSTROEM)
1 C -6.6368 -1.6227 0.3272
2 O -5.2985 -2.0457 0.2323
3 C -4.3265 -1.0942 0.1256
4 C -4.5435 0.2741 0.1003
5 C -3.4677 1.1416 -0.0188
6 C -2.1741 0.6630 -0.1072
7 N -1.0423 1.4797 -0.2460
8 C -0.9354 2.8011 0.0270
9 O -1.8570 3.5022 0.3906
10 C 0.4609 3.4035 -0.1374
11 C 1.4965 2.6042 -0.9224
12 C 2.1430 1.4689 -0.1195
13 C 3.5195 1.8413 0.4410
14 O 4.0382 0.7839 1.2133
15 C 3.9314 -0.4376 0.5964
16 C 4.6847 -1.4975 1.0844
17 C 4.6330 -2.7317 0.4658
18 C 3.8413 -2.9138 -0.6570
19 C 3.0730 -1.8713 -1.1389
20 C 3.0973 -0.6340 -0.5073
21 O 2.2848 0.3578 -0.9906
22 C -1.9501 -0.7286 -0.0691
23 O -0.6385 -1.1189 -0.1403
24 C -0.3480 -2.4947 -0.0840
25 C -3.0222 -1.5899 0.0407
26 H -7.2289 -2.5334 0.4042
27 H -6.8016 -1.0076 1.2176
28 H -6.9458 -1.0643 -0.5622
29 H -5.5362 0.6869 0.1694
30 H -3.6331 2.2053 -0.0320
31 H -0.2176 0.9526 -0.4939
32 H 0.3074 4.3721 -0.6178
33 H 0.8325 3.6131 0.8695
34 H 2.2832 3.2817 -1.2620
35 H 1.0434 2.1700 -1.8163
36 H 1.5138 1.1720 0.7356
37 H 3.4554 2.7065 1.1027
38 H 4.1972 2.0655 -0.3953
39 H 5.3084 -1.3245 1.9467
40 H 5.2223 -3.5484 0.8529
41 H 3.8151 -3.8711 -1.1543
42 H 2.4431 -1.9878 -2.0068
43 H 0.7382 -2.5682 -0.1287
44 H -0.7050 -2.9391 0.8499
45 H -0.7860 -3.0296 -0.9322
46 H -2.8959 -2.6591 0.0702

The energy above the lowest of the compared OMol25 structures with the same formula, charge and spin is 50.1 kcal per mole. The molar mass is 343.38 g mol⁻¹. As for the net charge: 0. The value obtained for the HOMO energy is -7.792 eV. The calculation puts the orbital gap at 8.5729 eV.

***

Molecular formula: C6H17NO2
Method: DFT, wB97M-V/def2-TZVPD

CARTESIAN COORDINATES (ANGSTROEM)
1 C 1.8364 -2.3077 0.6573
2 C 1.6992 -0.8687 0.1833
3 N 0.3211 -0.4090 0.3226
4 C 0.0880 0.9835 -0.0429
5 C 0.9422 1.9941 0.7357
6 C -1.4061 1.3267 0.1678
7 C -2.3362 0.3852 -0.5924
8 O -1.6636 2.6701 -0.1789
9 H 2.8585 -2.6470 0.5160
10 H 1.5892 -2.3804 1.7118
11 H 1.1711 -2.9639 0.0926
12 H 1.9563 -0.7956 -0.8797
13 H 2.4069 -0.2431 0.7397
14 H 0.0175 -0.5501 1.2881
15 H 0.3199 1.0727 -1.1142
16 H 1.9836 1.9508 0.4312
17 H 0.5711 2.9973 0.5550
18 H 0.8764 1.7915 1.8017
19 H -1.6278 1.2733 1.2399
20 H -2.1025 0.4058 -1.6577
21 H -2.2366 -0.6327 -0.2250
22 H -3.3670 0.7104 -0.4554
23 H -1.5516 2.7622 -1.1361
24 O -0.7853 -2.5467 -1.2889
25 H -0.4502 -1.8011 -0.7583
26 H -1.1106 -2.1775 -2.1133

The energy above the lowest of the compared OMol25 structures with the same formula, charge and spin is 0.0 kcal per mole. The molar mass is 135.21 g mol⁻¹. As for the net charge: 0. The value obtained for the HOMO energy is -9.357 eV. The calculation puts the orbital gap at 10.2084 eV.